C19H60F8O27S | ωB97M-V/def2-TZVPD

Geometry as XYZ:
```
115
C19H60F8O27S (ωB97M-V/def2-TZVPD)
O 2.0888 -1.2470 -0.8528
C 0.9506 -1.4263 -1.2459
C 0.6036 -2.5430 -2.1857
C -0.3159 -2.3206 -3.1118
C -1.0107 -0.9786 -3.1830
O -1.3401 -0.5411 -4.2644
C -1.2056 -0.2868 -1.8455
C -2.2783 0.5435 -1.5641
C -3.3174 0.8510 -2.6390
C -3.0756 2.2360 -3.2927
C -2.1230 2.2330 -4.4823
F -0.8115 2.1703 -3.9753
C -2.3719 1.0797 -0.2745
C -3.5220 1.9434 0.1972
F -3.8062 3.0000 -0.6001
F -3.2367 2.4714 1.4172
C -4.8624 1.1058 0.4162
F -4.8015 -0.0979 -0.1850
F -4.9556 0.8507 1.7468
C -6.1574 1.8698 0.0509
F -6.2494 3.0391 0.6881
F -6.3057 2.0177 -1.2617
F -7.2208 1.1436 0.4559
C -1.4003 0.8114 0.6564
C -0.3047 0.0167 0.3860
C 0.7042 -0.2123 1.4954
C 1.2197 1.1882 1.9667
C 2.6619 1.1214 2.4793
S 3.2112 2.8141 2.8881
O 2.1464 3.7147 2.5428
O 3.5172 2.9067 4.2823
O 4.4659 3.2156 1.9691
C -0.2230 -0.5354 -0.8736
H 1.0917 -3.5200 -2.1371
H -0.5918 -3.0953 -3.8249
H -4.3232 0.8195 -2.2070
H -3.3224 0.0675 -3.4152
H -4.0330 2.6419 -3.6559
H -2.6855 2.9810 -2.5910
H -2.1939 3.2041 -5.0025
H -2.2787 1.4173 -5.1909
H -1.4766 1.2076 1.6655
H 0.1415 -0.6741 2.3142
H 1.5195 -0.8752 1.2230
H 1.2089 1.8346 1.0790
H 0.5281 1.6557 2.6713
H 3.3481 0.6901 1.7389
H 2.7225 0.4833 3.3672
H 4.2106 3.9995 1.4523
O 3.9760 2.3965 -0.8579
H 4.1560 2.5258 0.0792
H 4.8434 2.2025 -1.2383
O 2.7027 -4.1315 0.1109
H 3.2018 -4.5612 -0.5912
H 2.8204 -3.1869 -0.0657
O 3.1718 -4.4877 3.1853
H 3.0833 -4.6433 2.2368
H 4.0829 -4.7228 3.3761
O -4.6560 -0.8772 -5.0621
H -5.4954 -1.3276 -4.9187
H -4.5667 -0.8390 -6.0203
O -0.0825 -2.9950 1.6354
H -0.9860 -3.2362 1.8808
H 0.4663 -3.6197 2.1207
O -1.9272 -4.9730 2.6243
H -2.8302 -5.1929 2.8635
H -1.3908 -5.6038 3.1173
O -2.6511 5.2029 -6.1268
H -3.2978 5.5312 -5.4947
H -2.3153 5.9986 -6.5561
O -5.6736 -1.8600 -2.5887
H -5.1761 -2.5452 -2.1299
H -5.7794 -1.1669 -1.9304
O 0.9723 -5.8356 -1.9052
H 1.4443 -5.9507 -1.0726
H 0.4841 -6.6575 -2.0151
O -6.1055 2.9634 3.6505
H -6.2300 2.8638 2.7004
H -5.1891 2.7075 3.7946
O 5.5514 1.9920 6.3968
H 4.8301 2.1523 5.7746
H 5.1722 1.4003 7.0530
O 6.6923 2.0569 -2.0724
H 6.5275 2.0117 -3.0207
H 7.5743 1.6820 -1.9668
O -4.9499 -5.3745 3.1405
H -5.2343 -4.5686 3.5957
H -5.7646 -5.8578 2.9760
O 8.8199 1.8317 0.3244
H 7.8818 1.6137 0.3047
H 8.8779 2.5479 0.9707
O 4.5201 -6.4087 1.6834
H 4.7122 -6.9960 0.9452
H 4.4105 -7.0030 2.4337
O 8.8182 4.5742 0.2840
H 9.0477 4.0077 -0.4625
H 9.1469 5.4430 0.0318
O -2.6039 -7.4061 4.1507
H -2.3572 -7.9878 3.4244
H -3.2319 -6.7878 3.7579
O -4.6697 -2.6782 1.5343
H -5.3189 -2.4027 2.1936
H -4.3627 -1.8544 1.1421
O -0.5087 6.9886 -5.9310
H -0.0208 6.2951 -5.4727
H -0.5980 7.6879 -5.2760
O 1.9324 4.7041 -1.4642
H 2.3835 3.9508 -1.0601
H 1.9232 5.3744 -0.7740
O 11.9675 2.9497 0.6771
H 11.7682 3.5439 1.4074
H 11.1195 2.5440 0.4651
O -6.2333 -3.1247 4.0475
H -7.1382 -3.4518 3.9919
H -6.2774 -2.4209 4.7043
```

**Electronic energy**: -3988.56501 Eh
**Kohn-Sham gap**: 8.719 eV
**HOMO level**: -9.34 eV

Mulliken population analysis, charges in e, atoms 1 to 5:
1 O -0.6471
2 C 0.4229
3 C -0.4642
4 C -0.7979
5 C 0.1607